[1]
ORCA calculation (ωB97M-V with the def2-TZVPD basis set) on one molecule with the formula C7H11BrSi at a distorted geometry.

```
20
Properties=species:S:1:pos:R:3:mulliken_charge:R:1
C 1.9701 0.0286 -0.1874 -1.0096
Si 0.4889 -0.1278 1.0209 0.3709
C -0.3218 -1.8779 0.9553 -0.8741
C -0.6029 1.3220 0.5016 0.5277
C -0.6452 1.6418 -0.9110 -1.0000
C -1.8921 1.4092 -1.3830 -0.5889
C -2.8190 1.0929 -0.3578 -0.3107
C -2.0834 1.0044 0.7690 -0.5090
Br -2.6619 0.8280 2.5180 -0.0728
H 2.9405 0.1545 0.2268 0.3924
H 1.9361 -0.7111 -0.9868 0.3151
H 1.6659 0.9469 -0.7470 0.1811
H 0.9635 0.3287 2.3718 -0.1300
H 0.2902 -2.3282 1.7835 0.2380
H -1.4613 -1.8035 1.0705 0.2762
H -0.0423 -2.4415 0.0683 0.3363
H -0.3032 2.1973 1.0110 0.4157
H 0.0989 2.1608 -1.4749 0.5060
H -2.2069 1.5275 -2.3518 0.5733
H -3.8588 0.7193 -0.5356 0.3624
```

SMILES: C[SiH](C)[C@H]1C=CC=C1Br
maximum force: 2.4 eV/Å
net charge: 0
gap between HOMO and LUMO: 8.98 eV

=====

[2]
ORCA calculation (ωB97M-V with the def2-TZVPD basis set) on an isolated ion of composition C7H11Cl2N4O and charge +1 at a distorted geometry.

```
25
Properties=species:S:1:pos:R:3:mulliken_charge:R:1
Cl 2.0874 2.4402 -0.1239 -0.0772
N 1.5498 0.9480 0.5068 -0.2889
C 1.9965 0.5653 1.6381 0.0077
N 1.6114 -0.6026 2.2168 -0.2799
C 1.3336 -1.6734 1.6179 -0.3556
N 1.3208 -1.8839 0.2257 -0.2447
C 0.8402 -1.0807 -0.7539 0.9173
Cl 1.8228 -0.9951 -2.1634 -0.1192
N -0.3821 -0.6178 -0.7853 0.0171
C -1.3077 -0.6764 0.3322 -0.5928
C -1.6509 0.7631 0.7732 -0.4486
O -2.2047 1.4743 -0.2947 -0.4011
C -1.3127 1.5633 -1.3718 -0.2460
C -0.9368 0.1575 -1.8797 -0.7666
H 2.6881 1.1306 2.2602 0.4709
H 1.1879 -2.5699 2.2091 0.4014
H 1.9371 -2.6269 -0.0919 0.3196
H -0.8996 -1.2465 1.1648 0.4567
H -2.2269 -1.1527 -0.0230 0.3263
H -2.4042 0.7398 1.5607 0.3922
H -0.7417 1.2543 1.1447 0.2788
H -0.3979 2.0940 -1.0818 0.0818
H -1.8273 2.1167 -2.1586 0.4024
H -1.8450 -0.3520 -2.2140 0.2857
H -0.2382 0.2307 -2.7083 0.4626
```

SMILES: Cl/N=C/N=C\[NH+]=C(\Cl)N1CCOCC1
maximum force: 1.5 eV/Å
net charge: +1
gap between HOMO and LUMO: 9.28 eV

=====

[3]
ORCA calculation (ωB97M-V with the def2-TZVPD basis set) on an isolated ion of composition C7H11Cl2N4S and charge -1 at a distorted geometry.

```
25
Properties=species:S:1:pos:R:3:mulliken_charge:R:1
C 1.6595 3.3819 -0.4333 -1.3977
C 1.0555 2.1000 -0.0529 -0.2211
C 2.0669 0.9150 -0.0474 -0.7277
C 1.4120 -0.4156 -0.5092 -0.7770
C 0.1783 -0.8806 0.4005 -0.7187
C -0.7366 -1.8022 -0.4251 0.3327
Cl -0.0112 -3.3824 -0.6766 -0.1419
Cl -1.1738 -1.0514 -1.9521 -0.1420
N -2.1026 -1.9609 0.4649 0.4673
N -2.2329 -1.5128 1.8042 -0.2116
N -3.3774 -1.8362 2.1567 -0.5093
N -4.0920 -2.4581 1.2213 -0.3960
C -3.3250 -2.5235 0.1239 0.1749
S -3.7016 -3.2527 -1.2943 -0.5198
H 2.5830 3.7260 0.0884 0.3170
H 1.7216 3.7047 -1.4401 0.4050
H 0.7619 4.0984 -0.2643 0.3240
H 0.7205 2.1963 0.9834 0.2888
H 0.1234 2.1342 -0.6708 0.2968
H 3.0245 1.1741 -0.4997 0.4275
H 2.3841 0.6988 1.1033 0.2162
H 2.0055 -1.3482 -0.5158 0.4324
H 1.0830 -0.2952 -1.5702 0.4013
H -0.4475 0.0792 0.7066 0.2774
H 0.4210 -1.4890 1.2985 0.4016
```

SMILES: CCCCCC(Cl)(Cl)n1nnnc1[S-]
maximum force: 4.4 eV/Å
net charge: -1
gap between HOMO and LUMO: 6.34 eV

=====

[4]
ORCA calculation (ωB97M-V with the def2-TZVPD basis set) on one molecule with the formula C7H11ClO4 at a distorted geometry.

```
23
Properties=species:S:1:pos:R:3:mulliken_charge:R:1
O 1.0525 3.2667 0.3603 -0.4942
C 0.9655 2.1018 0.5033 0.5326
O -0.2099 1.4205 0.5185 -0.2769
C -0.8092 1.1720 -0.7640 -0.3895
C -2.0168 0.2347 -0.6311 -0.6472
C -2.5714 -0.0112 0.7636 -0.5734
Cl -1.5305 -0.9649 1.8538 -0.1910
O 2.0233 1.3214 0.7700 -0.3388
C 2.2419 0.1670 -0.0444 -0.8098
C 1.3198 -1.0046 0.2921 0.6493
C 1.8084 -2.3985 -0.2609 -0.9870
O 0.5043 -1.5622 -0.6375 -0.3690
H -1.1337 2.1318 -1.1831 0.5202
H -0.0747 0.7545 -1.4620 0.2156
H -1.8079 -0.7314 -1.1002 0.2930
H -2.8421 0.7032 -1.1811 0.4018
H -3.4809 -0.6070 0.6639 0.3986
H -2.8395 0.9185 1.2677 0.3281
H 2.1083 0.4053 -1.1060 0.4005
H 3.2715 -0.1230 0.1497 0.3657
H 0.8950 -1.0126 1.3058 0.3423
H 1.5510 -2.8692 0.7207 0.1757
H 1.5751 -3.3127 -0.7990 0.4534
```

SMILES: O=C(OCCCCl)OC[C@@H]1CO1
maximum force: 3.9 eV/Å
net charge: 0
gap between HOMO and LUMO: 10.36 eV

=====

no.,E (hartree),HOMO level (eV),LUMO level (eV)
1,-3136.7843,-8.2,0.733
2,-1487.6632,-13.4,-4.147
3,-1810.8911,-3.5,2.814
4,-1034.3140,-9.7,0.696